1.
Formula: C82H62Cl4N2O10
Source: OMol25
Level of theory: wB97M-V/def2-TZVPD

```
160
Properties=species:S:1:pos:R:3:forces:R:3
Cl -5.914 1.047 -2.726 -0.04 0.10 0.08
Cl -3.220 4.179 2.844 -0.42 0.46 -0.94
Cl -7.629 -0.876 -0.582 0.76 -0.14 -0.16
Cl -2.239 5.777 5.573 0.41 0.06 -0.17
O 6.424 -1.244 3.480 -0.31 -0.07 -0.42
O 1.943 -2.589 6.553 -1.93 2.70 -0.05
O 0.726 -5.006 -4.589 0.49 1.38 -1.60
O 5.035 -2.086 -1.777 0.49 -0.01 -1.49
O -3.492 -5.686 -5.662 0.36 0.40 0.59
O 1.276 -1.479 -8.625 -0.38 -2.39 3.48
O -1.338 1.673 6.445 -1.05 1.02 0.15
O -2.632 -2.006 -1.661 0.57 -0.12 -1.04
O 2.966 9.010 0.157 -0.55 -3.50 -0.11
O 1.153 3.913 0.780 -0.12 0.44 0.03
N -6.585 4.279 3.981 -0.80 -0.84 -1.01
N -3.280 -1.334 1.857 1.29 1.08 -0.78
C 1.570 5.049 0.646 0.51 -1.02 0.15
C 3.588 1.328 6.000 0.30 -0.17 -0.25
C -3.520 4.561 5.510 -1.21 -0.09 -0.24
C -0.883 -3.028 5.821 0.61 0.15 0.46
C 2.943 -5.463 -8.957 0.34 1.44 -0.25
C -3.206 -4.228 -2.320 1.33 -0.45 1.68
C 0.761 0.084 -4.536 1.00 -0.79 -1.69
C 2.494 -4.137 -8.878 0.03 0.03 -1.02
C 7.668 -1.093 -1.189 1.09 0.85 1.29
C -6.583 2.341 1.014 0.54 1.42 -0.71
C -2.438 -0.752 5.582 0.58 -0.26 -0.28
C 1.850 -3.657 -7.768 -0.42 0.64 0.85
C 2.709 2.427 5.842 1.40 -1.52 0.23
C 1.094 -4.166 -5.419 -0.32 0.42 2.13
C -0.616 0.732 6.299 1.90 -1.01 -0.07
C 6.083 -1.337 2.280 -1.18 0.21 -1.09
C -5.544 1.402 1.598 -0.81 -0.12 1.39
C -3.356 3.491 4.455 1.72 -0.62 0.34
C 3.162 0.004 6.249 -1.50 1.42 -0.09
C -3.566 -6.957 -1.677 0.54 1.01 0.49
C -3.573 -6.543 -2.997 0.05 -0.01 1.06
C 0.989 -0.343 -5.880 -0.29 -1.48 0.86
C 8.279 -0.599 1.501 2.29 -0.38 -1.26
C -2.369 -0.786 1.379 -0.38 -1.33 0.37
C 2.228 -5.805 -6.740 1.03 -2.35 -0.20
C 2.005 5.859 1.828 0.25 0.28 0.87
C 7.028 -1.088 1.161 -0.77 0.17 1.56
C 3.003 -2.299 0.082 1.62 0.58 0.22
C -0.275 -1.777 6.119 -1.10 0.23 -0.12
C 3.712 -2.030 2.792 -0.16 0.61 0.03
C 6.706 -1.329 -0.181 -0.54 -0.25 -2.14
C -2.761 -2.442 -4.105 0.93 -0.09 1.13
C 2.094 -2.469 1.077 -1.32 -0.37 -0.34
C 2.060 6.709 -3.340 -0.89 -0.76 2.13
C -5.547 -0.696 -2.442 -0.41 0.60 0.54
C -1.115 -0.650 6.050 -0.57 0.25 -0.35
C 3.025 7.852 2.768 -1.41 -0.34 0.65
C 8.924 -0.552 -0.811 -2.19 -1.26 -2.95
C 2.677 7.787 0.260 -0.17 2.51 0.69
C 9.254 -0.425 0.487 -0.37 0.60 2.59
C 0.887 0.902 6.277 0.16 -0.23 -0.62
C 2.487 7.403 -2.193 -0.59 0.44 -0.56
C 2.833 -6.312 -7.878 0.31 0.50 -0.80
C 4.300 -1.828 0.438 1.58 -0.14 0.34
C -0.844 1.118 1.506 1.71 0.83 0.05
C 1.385 4.915 -1.857 -0.03 -1.37 0.90
C -7.070 3.619 3.158 1.17 0.42 0.96
C -2.559 -2.987 -6.453 -0.89 -1.22 0.99
C 2.523 7.166 1.625 0.71 -0.32 1.57
C 1.975 5.327 3.158 -0.06 0.30 -0.84
C -3.236 -4.885 -4.787 -0.08 1.76 -0.68
C -2.208 -3.133 5.409 0.40 0.65 -0.57
C -2.923 -1.967 5.166 -0.45 -0.08 0.77
C 1.483 5.439 -3.095 0.72 1.77 -2.15
C -2.320 -0.704 -5.741 0.47 -0.50 1.23
C 2.307 6.091 4.269 0.31 -0.54 -0.85
C -3.308 -6.056 -0.621 -0.75 0.62 -2.07
C 1.786 5.608 -0.730 0.25 1.34 0.78
C -1.151 -0.152 0.782 -1.51 -0.80 -0.03
C 1.087 -1.735 -6.172 0.03 0.49 0.04
C -0.063 0.859 2.803 -0.47 0.34 -0.02
C -3.166 -4.673 -0.964 0.05 -1.45 0.04
C 0.983 -2.659 -5.101 -0.85 -0.56 -0.62
C 1.306 -2.247 -7.610 1.47 2.39 -2.27
C -2.311 -1.663 -6.735 -0.74 0.90 -0.37
C 2.325 6.902 -0.889 0.14 -0.28 -1.05
C -2.748 -2.789 -2.583 -2.42 -1.12 -1.19
C -3.376 -5.186 -3.319 0.07 -1.08 -1.06
C 0.685 -0.848 -3.500 -0.49 -0.52 -0.84
C 1.752 -0.205 6.313 0.42 0.69 0.58
C 4.676 -1.643 1.830 0.76 -0.88 0.02
C -2.488 -1.119 -4.421 -0.13 0.28 -0.26
C -7.599 2.784 2.071 0.27 -0.26 0.42
C 1.401 2.184 6.014 -2.27 -0.16 0.06
C 1.792 -4.528 -6.692 -1.79 0.52 1.47
C 5.356 -1.755 -0.642 -1.05 -0.02 2.83
C -5.872 -1.091 -0.982 0.44 -0.17 -0.65
C 0.669 -2.227 -3.801 0.57 0.80 -0.60
C 2.830 7.347 4.096 0.74 0.70 -1.77
C -2.842 -3.407 -5.135 0.28 -0.42 0.57
C 1.196 -1.583 6.422 1.41 -3.11 -0.55
C 2.446 -2.362 2.407 0.29 0.45 0.90
H 0.935 0.426 2.726 0.04 0.02 -0.62
H 2.666 -3.465 -9.705 -0.11 0.02 -0.16
H -7.910 1.812 2.456 -0.78 0.32 0.54
H 3.789 -0.861 6.406 0.35 0.20 -0.30
H -6.113 3.251 0.639 0.10 -0.05 -0.38
H 1.104 4.946 -3.977 -0.08 -0.48 0.14
H 7.462 -1.299 -2.229 -0.31 0.10 0.02
H -6.118 0.522 1.889 0.41 -0.57 -0.10
H -2.041 0.316 -5.957 -0.30 0.10 -0.07
H 0.570 -0.515 -2.479 -0.10 -0.04 0.09
H -0.283 -0.809 0.839 -0.16 -0.30 0.18
H -3.653 -8.018 -1.493 -0.09 -0.05 0.24
H -2.386 2.997 4.519 -0.14 -0.20 0.61
H 3.040 3.418 5.570 0.34 -0.09 0.03
H 3.307 -7.276 -7.992 -0.31 -0.27 0.51
H 8.593 -0.463 2.525 -0.40 -0.05 0.14
H 0.427 -2.953 -3.039 0.34 -0.13 0.09
H 9.583 -0.242 -1.608 0.39 -0.22 0.00
H 10.283 -0.162 0.678 0.01 0.32 0.58
H 1.056 -2.740 0.948 -0.16 -0.28 -0.72
H -3.652 -7.406 -3.641 -0.08 0.75 -1.04
H -7.206 1.910 0.231 0.41 -0.16 -0.21
H -4.594 1.125 1.141 -0.49 0.23 -0.71
H -2.647 -3.767 -7.195 0.12 0.13 -0.35
H -4.485 -0.750 -2.682 -0.22 -0.42 0.37
H -2.418 -0.418 -3.602 0.11 0.14 0.06
H -5.248 1.835 2.554 0.21 0.11 0.16
H -0.199 1.683 0.834 0.11 0.24 0.06
H -6.143 -1.214 -3.193 0.10 -0.24 0.30
H 2.150 -6.471 -5.894 -0.21 0.30 0.28
H 1.710 -2.504 3.185 -0.22 -0.27 0.03
H 3.851 -2.029 3.863 0.77 0.22 0.02
H -0.281 -3.919 5.920 0.13 -0.05 0.01
H -2.923 -3.969 -0.182 -0.10 0.22 -0.02
H 2.915 -2.562 -0.962 -0.52 0.17 -0.11
H 2.792 8.437 -2.249 0.33 0.05 -0.16
H 1.101 0.346 -6.705 -0.11 0.18 0.05
H 3.404 8.852 2.613 0.26 -0.02 0.02
H -1.683 1.784 1.708 -0.30 -0.35 -0.05
H -4.441 5.067 5.220 0.02 0.24 0.41
H 0.731 1.154 -4.390 -0.04 0.03 0.40
H 1.934 7.113 -4.333 0.61 0.31 0.06
H 0.696 2.982 5.837 -0.30 0.07 0.26
H -4.122 2.716 4.457 -0.22 0.40 0.19
H -3.294 -6.543 0.343 0.26 0.84 0.46
H -3.919 -1.962 4.750 -0.03 -0.37 -0.13
H -5.255 -0.562 -0.256 -0.33 0.40 -0.18
H 1.783 4.294 3.406 -0.52 -0.21 -0.76
H -3.115 0.071 5.406 0.51 0.54 0.32
H -5.599 -2.131 -0.810 -0.35 -0.16 -0.23
H -3.608 4.178 6.526 -0.03 -0.31 -0.27
H -0.621 0.155 3.421 -0.18 0.20 0.35
H 1.036 3.896 -1.776 -0.28 0.01 0.39
H -2.290 -1.222 -7.720 0.49 -0.71 -0.47
H 0.050 1.834 3.276 -0.02 -0.15 0.47
H -2.703 -4.055 5.144 0.43 -0.33 0.13
H 4.623 1.579 5.824 0.31 -0.51 0.20
H 3.497 -5.689 -9.856 -0.06 -0.50 -0.03
H 3.199 7.834 4.986 0.03 0.56 -0.22
H -1.358 -0.034 -0.282 -0.13 0.19 -0.03
H 2.302 5.629 5.245 -0.22 0.06 0.11
H -8.417 3.382 1.670 -0.18 -0.49 -0.31
```
Positions in Å, forces in eV/Å.

The value obtained for the HOMO energy (spin up / spin down) is -2.2 / -5.7 eV. Its spin multiplicity is 2. The LUMO energy (spin up / spin down) is 0.097 / 0.097 eV. As for the net charge: -1.

2.
Formula: C5H10N3
Source: OMol25
Level of theory: wB97M-V/def2-TZVPD

```
18
Properties=species:S:1:pos:R:3:forces:R:3
N -0.217 1.745 -1.161 -0.52 0.01 0.47
N 1.106 0.185 -0.455 3.11 -0.19 1.05
N -0.115 0.511 -0.733 0.38 1.61 -0.84
C 1.903 1.255 -0.697 -1.46 0.24 0.63
C 1.625 -1.153 -0.111 2.32 -1.56 -2.27
C -2.041 0.448 0.804 0.29 1.30 -0.96
C 1.000 2.243 -1.093 1.66 -1.65 0.04
C -1.229 -0.225 -0.335 -1.53 0.53 2.25
H -0.941 -1.177 -0.040 0.86 -1.65 0.65
H 1.829 -1.675 -1.160 -0.55 0.88 2.23
H 1.371 3.185 -1.327 -0.41 1.74 -0.62
H 2.947 1.371 -0.436 -0.15 -0.59 -0.25
H -1.778 -0.378 -1.168 -2.14 -0.36 -2.69
H -2.699 1.296 0.399 0.46 -1.73 0.51
H 1.025 -1.838 0.492 -0.25 0.77 -0.05
H -2.540 -0.367 1.365 0.06 1.03 -0.15
H -1.304 1.035 1.376 -0.34 -0.64 0.53
H 2.670 -1.063 0.354 -1.78 0.25 -0.54
```
Positions in Å, forces in eV/Å.

As for the SMILES: CC[n+]1nccn1C. The value obtained for the HOMO energy is -15.1 eV. The relative energy (zero: lowest compared OMol25 entry of this formula, charge and spin) is 3.078 eV. The LUMO energy is -4.151 eV. As for the net charge: +1.

3.
Formula: C33H60N4OS
Source: OMol25
Level of theory: wB97M-V/def2-TZVPD

```
99
Properties=species:S:1:pos:R:3:forces:R:3
S -1.169 -0.659 5.391 0.93 1.56 -0.62
O -2.707 1.294 -0.980 1.14 -1.29 -0.42
N -1.076 2.457 5.579 1.72 -1.54 -1.20
N -6.130 -3.121 -3.358 -0.36 -0.04 -0.09
N 1.383 4.766 -6.574 0.38 -0.06 -0.01
N 5.767 -3.119 6.633 0.28 0.25 -0.08
C -2.124 0.824 1.352 0.56 0.48 3.70
C 0.774 3.580 -7.166 -0.22 -0.09 0.27
C 3.527 -4.029 6.017 -0.04 0.01 0.14
C 2.576 5.264 -7.255 0.07 0.10 0.19
C 2.550 1.926 7.250 -2.49 -1.59 -0.99
C 5.425 -2.871 8.030 -0.35 0.05 -0.06
C 2.656 0.380 7.301 -2.94 1.76 -1.50
C -1.739 2.957 3.040 0.19 -4.42 0.45
C 5.559 -4.033 9.012 0.08 -0.05 0.31
C -5.754 -1.804 -3.860 0.15 0.14 0.32
C -5.058 -3.918 -2.772 -0.04 0.17 0.11
C 8.030 -4.298 6.784 0.27 -0.04 0.05
C -1.536 0.440 3.922 0.08 2.32 -1.24
C -6.424 -4.499 -5.491 -0.10 -0.09 -0.25
C -0.116 3.773 -8.393 -0.07 -0.14 -0.27
C -4.650 -1.731 -4.913 0.07 0.16 -0.25
C -4.337 -3.216 -1.627 0.06 0.11 -0.04
C -1.433 1.978 4.236 -1.17 -1.05 -4.08
C 2.381 5.979 -8.590 0.17 0.05 -0.22
C 5.042 -4.199 5.974 -0.14 0.16 0.05
C 0.468 5.823 -6.159 -0.04 -0.16 0.13
C -1.871 -0.145 2.535 0.39 3.54 0.96
C -2.421 0.192 -0.088 0.31 0.20 0.80
C 1.319 2.675 6.696 -0.62 -4.26 -0.43
C -7.020 -3.892 -4.223 -0.08 -0.12 0.18
C -2.067 2.343 1.662 0.41 -1.48 1.52
C 1.493 -0.502 6.732 0.11 4.25 0.00
C 7.195 -3.105 6.324 -0.05 0.05 -0.22
C -2.045 2.471 -3.110 -0.33 -0.71 0.90
C -2.199 1.061 -2.313 0.13 0.74 -1.22
C -0.594 5.353 -5.171 -0.06 -0.09 -0.08
C 0.279 0.249 6.151 1.42 1.92 0.52
C 0.133 1.815 6.124 3.48 -1.46 1.67
H -1.512 3.235 -2.434 -0.77 -1.24 -1.04
H 5.050 -3.781 9.948 0.02 -0.01 -0.07
H 0.470 3.966 -9.293 -0.09 0.09 0.04
H -1.501 -0.416 -0.443 -1.25 1.14 0.56
H -3.286 -0.578 -0.056 1.12 1.37 0.10
H 3.315 6.472 -8.880 -0.07 -0.03 0.04
H 7.642 -2.187 6.722 -0.20 -0.04 0.10
H 3.135 -4.136 7.032 -0.01 0.03 -0.06
H -0.141 4.856 -4.310 0.01 0.00 -0.11
H 3.418 2.546 7.643 -1.30 -0.98 -0.56
H 4.389 -2.517 8.069 0.01 -0.09 -0.11
H -2.274 3.049 0.787 0.34 -1.17 1.48
H -3.758 -2.356 -1.978 -0.04 -0.02 0.05
H -3.777 -2.332 -4.648 -0.05 -0.01 0.01
H 7.303 -3.016 5.237 -0.17 -0.06 0.03
H 5.328 -4.221 4.916 0.23 0.10 0.15
H -3.638 -3.907 -1.149 -0.03 0.03 -0.07
H -3.081 2.882 -3.378 1.62 -0.56 0.21
H -1.699 4.067 3.286 -0.13 -1.63 -0.81
H 3.283 4.439 -7.396 -0.21 -0.08 0.04
H 5.108 -4.954 8.638 0.03 0.05 -0.03
H -4.321 -4.227 -3.524 0.14 -0.08 -0.01
H 3.229 -3.051 5.630 0.10 -0.04 0.04
H -7.446 -4.707 -3.626 0.15 0.06 0.09
H 3.088 5.954 -6.574 -0.17 -0.02 0.06
H -1.306 4.665 -5.636 0.04 0.02 0.07
H -6.644 -1.294 -4.246 -0.05 -0.27 0.04
H 5.304 -5.180 6.388 -0.03 -0.15 -0.02
H 0.176 3.083 -6.393 0.01 0.14 0.03
H 1.555 2.851 -7.407 0.11 0.25 0.05
H 8.192 -4.288 7.862 -0.05 -0.08 -0.03
H -1.398 2.263 -4.027 -1.06 0.46 1.12
H -5.043 -2.873 -0.866 0.00 0.00 -0.11
H 3.049 -4.793 5.400 0.05 0.02 0.05
H -0.688 2.859 -8.577 0.03 0.06 0.03
H -5.500 -5.047 -5.296 -0.03 0.05 0.01
H -0.937 3.477 5.612 -0.29 -0.74 -0.23
H -6.229 -3.741 -6.250 0.08 -0.04 0.03
H -5.445 -1.190 -3.007 0.01 -0.13 0.03
H 1.043 6.608 -5.656 0.18 -0.12 -0.20
H 6.601 -4.234 9.265 -0.07 -0.09 -0.06
H -0.836 4.584 -8.265 0.06 -0.01 0.03
H -0.025 6.296 -7.017 -0.10 0.11 -0.03
H 3.617 -0.061 7.730 -1.67 0.53 -0.73
H 9.018 -4.255 6.315 -0.08 -0.01 0.02
H -1.163 6.210 -4.802 0.03 -0.04 -0.06
H -5.003 -2.045 -5.896 0.11 -0.07 0.06
H 2.131 5.282 -9.390 -0.07 0.06 0.01
H 1.610 6.750 -8.541 0.01 -0.06 0.01
H -5.488 -4.837 -2.360 -0.16 0.08 -0.23
H 7.580 -5.253 6.505 -0.01 0.05 0.03
H -2.934 0.363 -2.859 1.14 0.94 0.57
H -1.910 -1.292 2.460 0.08 2.08 -0.05
H -4.309 -0.696 -5.015 -0.02 -0.06 0.02
H 1.533 -1.649 6.744 -0.11 2.07 -0.09
H 6.011 -2.024 8.403 0.12 -0.10 -0.24
H -1.147 0.591 -2.335 -1.56 0.47 0.45
H -7.882 -3.273 -4.499 0.17 0.13 0.07
H -7.136 -5.207 -5.927 0.06 0.04 0.05
H 1.191 3.808 6.662 0.53 -1.77 0.17
```
Positions in Å, forces in eV/Å.

As for the SMILES: CCOCc1ccc2c(c1)Sc1ccccc1N2.CCN(CC)CC.CCN(CC)CC.CCN(CC)CC. The value obtained for the HOMO energy is -7.6 eV. The LUMO energy is 0.495 eV.

Quick rundown of calculated total energy, same order as above: -5864.67539; -360.46199; -1985.50234 Ha